Record 1
22
Properties=species:S:1:pos:R:3:mulliken_charge:R:1 method="wB97M-V/def2-TZVPD" lumo_ev=0.660 homo_energy_ev=-8.9 homo_lumo_gap_ev=9.52 de_lowest_kcal_mol=8.7
S -3.286 -0.433 -0.487 0.424
O -1.390 -0.273 1.758 -0.537
O -0.815 0.608 -0.293 -0.248
O -3.557 0.456 -1.640 -0.558
C 0.904 1.477 -1.601 -1.429
C 1.248 -0.587 -0.123 -1.415
C -4.264 0.331 0.861 -0.891
C 0.795 1.599 1.137 -1.576
C -1.569 0.051 0.598 0.506
C 0.654 0.781 -0.187 1.093
H 0.564 2.449 -1.321 0.402
H 1.817 1.901 1.202 0.445
H -3.774 1.299 0.951 0.284
H 1.985 1.450 -1.715 0.388
H 0.690 -1.100 0.636 0.402
H 0.407 0.875 -2.341 0.403
H 0.051 2.333 1.029 0.465
H -4.152 -0.250 1.777 0.325
H 2.368 -0.491 -0.008 0.360
H -5.268 0.229 0.527 0.372
H 1.018 -0.992 -1.091 0.403
H 0.532 0.940 1.930 0.380

---

Record 2
20
Properties=species:S:1:pos:R:3:mulliken_charge:R:1 method="wB97M-V/def2-TZVPD" lumo_ev=0.518 homo_energy_ev=-8.5 homo_lumo_gap_ev=9.02 de_lowest_kcal_mol=177.6
S -1.827 -1.562 0.109 -0.292
O 1.518 -1.756 0.049 -0.637
C -0.390 -0.631 -0.956 -0.792
C -1.910 -0.120 -0.740 -0.099
C -2.045 1.020 0.349 -0.651
C 0.740 0.092 1.234 -2.257
C 0.891 -0.482 -0.112 1.551
C 1.889 0.430 -0.807 -1.355
H 1.177 -2.145 1.161 0.393
H 0.577 1.221 1.105 0.485
H -0.821 1.599 0.378 -0.002
H 1.233 1.284 -0.940 0.442
H -0.172 -1.210 -1.856 0.503
H 0.198 -0.471 2.002 0.406
H 2.818 0.440 -0.175 0.366
H -2.990 1.736 -0.505 0.242
H -2.431 0.497 1.556 0.239
H 2.351 -0.260 -1.725 0.301
H -2.491 0.187 -1.708 0.460
H 1.685 0.132 1.583 0.696

---

Record 3
19
Properties=species:S:1:pos:R:3:mulliken_charge:R:1 method="wB97M-V/def2-TZVPD" lumo_ev=0.990 homo_energy_ev=-8.4 homo_lumo_gap_ev=9.35 de_lowest_kcal_mol=54.6 smiles="C=CCCCSC"
S -0.641 -0.325 1.181 0.026
C 1.187 1.549 -0.178 -0.064
C 0.504 -0.239 -1.528 -0.415
C 0.596 2.062 0.883 -1.029
C -1.218 -2.003 1.787 -0.918
C -0.497 -0.847 -0.590 -0.763
C 0.521 1.241 -1.417 -0.460
H 0.295 -0.585 -2.602 0.273
H -2.218 -2.553 1.648 0.307
H -0.529 1.457 -1.536 0.340
H 1.063 2.205 1.766 0.403
H 1.092 1.689 -2.229 0.312
H 2.172 1.106 0.156 0.211
H -1.482 -0.590 -0.937 0.285
H -0.380 -2.722 1.767 0.301
H -0.365 2.635 0.793 0.254
H -0.402 -1.916 -0.579 0.435
H -1.323 -1.594 2.830 0.264
H 1.627 -0.570 -1.216 0.238

---

Record 4
19
Properties=species:S:1:pos:R:3:mulliken_charge:R:1 method="wB97M-V/def2-TZVPD" lumo_ev=0.787 homo_energy_ev=-7.6 homo_lumo_gap_ev=8.39 de_lowest_kcal_mol=148.7 smiles="C=S1(=C)CCCC1"
S -0.675 0.784 -0.222 0.608
C 0.722 -1.611 -0.479 -0.605
C 1.253 -0.892 0.838 -0.509
C 0.247 0.143 1.322 -0.622
C -2.580 0.556 -0.554 -0.926
C 0.051 2.216 -0.411 -1.217
C 0.119 -0.492 -1.273 -0.625
H 1.385 -1.806 1.579 0.263
H -2.947 1.490 0.005 0.225
H -0.539 2.950 -0.900 0.316
H 1.055 2.034 -0.638 0.403
H -0.391 -0.197 2.234 0.294
H -2.775 -0.394 -0.115 0.299
H 2.188 -0.323 0.854 0.301
H -0.150 -2.179 -0.179 0.302
H 0.964 0.138 -1.662 0.258
H -0.442 -0.899 -2.141 0.400
H 1.453 -2.063 -1.026 0.413
H 0.703 1.165 1.553 0.422

---

Record 5
20
Properties=species:S:1:pos:R:3:mulliken_charge:R:1 method="wB97M-V/def2-TZVPD" lumo_ev="-0.452 / 0.178" homo_energy_ev="-6.9 / -7.2" homo_lumo_gap_ev="6.40 / 7.39" de_lowest_kcal_mol=125.6
S -2.363 2.012 0.003 -0.256
S -1.478 -2.259 0.035 -0.365
C 1.246 0.816 -1.256 -1.219
C 1.472 -1.543 -0.058 -0.800
C -2.733 0.068 -0.138 -0.713
C -1.506 -0.662 0.099 0.166
C 1.265 -0.100 -0.017 0.995
C 1.211 0.593 1.304 -1.180
H -2.566 2.209 1.237 0.102
H 1.044 -0.254 2.088 0.331
H -2.715 0.100 -1.202 0.257
H 1.881 -1.939 0.886 0.300
H 2.017 0.422 -1.849 0.450
H 2.207 1.037 1.321 0.426
H 0.264 0.713 -1.745 0.218
H 1.475 1.848 -0.981 0.343
H 0.518 -2.165 -0.306 -0.115
H -3.635 -0.182 0.365 0.468
H 1.942 -2.067 -0.935 0.343
H 0.455 1.352 1.150 0.249

---

Record 6
19
Properties=species:S:1:pos:R:3:mulliken_charge:R:1 method="wB97M-V/def2-TZVPD" lumo_ev=0.772 homo_energy_ev=-9.2 homo_lumo_gap_ev=10.00 de_lowest_kcal_mol=83.6 smiles=CC#C[SiH2]C(C)C
Si -0.086 -0.874 -0.011 0.309
C 2.033 1.373 0.200 -1.295
C 1.917 -0.131 0.508 0.153
C -3.122 0.147 0.078 1.328
C -4.564 0.427 -0.041 -1.025
C 2.995 -0.927 -0.283 -1.361
C -2.002 -0.273 0.140 -1.197
H 1.746 1.418 -0.829 0.366
H 3.160 -1.833 0.135 0.426
H 3.054 1.780 0.377 0.373
H -0.141 -1.062 -1.629 -0.072
H -5.199 0.138 0.751 0.304
H -5.045 0.084 -1.046 0.239
H 0.025 -2.169 0.835 -0.114
H 3.861 -0.211 -0.297 0.327
H 2.782 -1.092 -1.303 0.374
H -4.733 1.557 -0.083 0.265
H 1.356 2.014 0.858 0.300
H 1.961 -0.366 1.640 0.302

---

Record 7
32
Properties=species:S:1:pos:R:3:mulliken_charge:R:1 method="wB97M-V/def2-TZVPD" lumo_ev=-1.682 homo_energy_ev=-9.2 homo_lumo_gap_ev=7.51
S -1.493 1.390 -1.284 1.257
F -0.108 -2.905 -5.419 -0.383
F -0.624 -0.728 -4.857 -0.413
F -2.069 -2.440 -4.296 -0.405
F -0.035 -2.239 -3.200 -0.362
O -2.598 1.263 -0.069 -0.506
O -1.473 0.188 -2.035 -0.453
O -1.913 2.492 -2.093 -0.630
N -0.487 0.930 4.106 -0.078
N -0.716 -0.210 3.417 -0.098
N 1.169 0.773 2.690 -0.382
N 0.439 -1.240 1.654 -0.147
C 0.996 -0.770 -0.703 -0.312
C 0.112 1.706 -0.518 -0.652
C 0.611 1.498 3.663 -0.033
C 1.558 -1.256 0.671 -0.694
C 0.316 -0.278 2.531 0.423
C 1.214 0.736 -1.013 -0.889
B -0.715 -2.077 -4.451 0.568
H -0.255 -1.975 1.582 0.251
H -1.053 1.313 4.852 0.232
H -0.054 -1.092 -0.748 0.287
H 0.414 2.723 -0.822 0.398
H 1.084 2.428 3.968 0.459
H 1.536 -1.336 -1.481 0.263
H 1.856 -2.310 0.548 0.391
H -2.149 1.272 0.790 0.321
H 2.149 1.061 -0.515 0.415
H 1.383 0.872 -2.091 0.438
H 2.436 -0.702 1.022 0.360
H -0.031 1.753 0.574 0.154
H -1.500 -0.838 3.527 0.219

---

Record 8
23
Properties=species:S:1:pos:R:3:mulliken_charge:R:1 method="wB97M-V/def2-TZVPD" total_charge=+1 lumo_ev="-3.709 / -3.979" homo_energy_ev="-10.2 / -12.5" homo_lumo_gap_ev="6.54 / 8.56" spin_multiplicity=2 de_lowest_kcal_mol=0.0
Bi -0.256 0.737 -1.204 0.804
O 1.331 0.182 1.077 -0.378
O 0.539 -1.229 -1.311 -0.283
O -1.550 1.325 0.363 -0.295
C -2.861 1.711 0.685 -0.650
C -0.522 1.676 1.324 -0.284
C 2.238 -0.490 0.253 -0.906
C 0.829 1.499 0.729 -0.503
C 1.550 -1.665 -0.410 -0.173
C -0.202 -2.288 -1.892 -0.741
H -3.149 1.267 1.652 0.268
H 1.060 -2.277 0.366 0.408
H 1.557 2.233 1.100 0.418
H 0.138 -2.445 -2.926 0.267
H 2.281 -2.280 -0.957 0.363
H 3.045 -0.894 0.883 0.416
H -0.713 1.019 2.194 0.346
H -1.268 -2.039 -1.912 0.358
H -3.540 1.327 -0.087 0.296
H -0.187 2.849 1.123 0.287
H 2.724 0.167 -0.488 0.368
H -2.934 2.810 0.714 0.290
H -0.110 -3.196 -1.277 0.323

---

Record 9
27
Properties=species:S:1:pos:R:3:mulliken_charge:R:1 method="wB97M-V/def2-TZVPD" total_charge=+1 lumo_ev="-5.049 / -5.050" homo_energy_ev="-12.8 / -12.8" homo_lumo_gap_ev="7.71 / 7.71"
Br 0.343 2.477 2.724 -0.020
O -1.826 1.302 0.959 -0.360
O -0.803 3.196 -0.610 -0.493
O 2.174 0.579 1.644 -0.604
O 2.339 1.367 -0.448 -0.472
N -1.075 0.570 0.494 0.607
N 1.781 1.359 0.762 0.919
N -0.444 -0.246 0.065 0.212
C 0.527 3.337 -0.096 -0.281
C 0.729 2.143 0.832 -0.325
C -0.610 -2.448 1.113 -1.576
C 0.609 -2.275 -1.037 -1.564
C -1.788 -1.821 -1.167 -1.348
C -0.583 -1.774 -0.291 1.096
H -2.754 -1.532 -0.743 0.451
H -1.280 4.029 -0.509 0.328
H -1.406 -1.528 -2.154 0.418
H 0.301 -2.178 1.727 0.372
H -0.626 -3.451 0.952 0.492
H 0.824 -1.688 -1.971 0.380
H 3.333 1.682 -0.375 0.375
H 0.246 -3.207 -1.265 0.551
H 1.224 3.462 -0.922 0.270
H 1.525 -2.392 -0.420 0.367
H -1.525 -2.197 1.639 0.450
H 0.706 4.229 0.463 0.387
H -1.940 -2.993 -1.365 0.367

---

Record 10
24
Properties=species:S:1:pos:R:3:mulliken_charge:R:1 method="wB97M-V/def2-TZVPD" total_charge=+2 lumo_ev="-10.348 / -10.347" homo_energy_ev="-16.2 / -16.2" homo_lumo_gap_ev="5.87 / 5.88" de_lowest_kcal_mol=129.5
Br -3.316 -0.166 0.787 0.221
N 0.262 1.923 1.376 -0.397
N -0.215 -0.336 0.897 -0.029
N 0.576 -2.351 0.246 -0.176
N -0.841 1.439 -0.505 -0.218
C 0.083 -1.230 -0.100 -0.187
C -0.925 0.048 -2.653 -0.908
C -0.222 -0.717 2.289 -1.461
C -1.670 0.822 -1.509 -0.001
C -2.784 -0.002 -0.953 -0.335
C -0.272 1.005 0.594 0.893
H -2.210 1.526 -2.020 0.470
H -0.273 0.705 -3.322 0.347
H 0.726 -2.773 1.164 0.193
H -0.467 2.382 -0.810 0.319
H -0.151 -0.568 -2.084 0.207
H -0.909 -1.493 2.449 0.526
H -3.212 -0.637 -1.669 0.448
H 0.702 -1.073 2.807 0.361
H 0.241 2.878 1.180 0.186
H -0.738 0.188 2.827 0.495
H 0.770 1.783 2.342 0.318
H -1.516 -0.677 -3.113 0.448
H 1.042 -2.957 -0.372 0.281